{
  "formula": "C7H15NO2",
  "method": "ωB97M-V/def2-TZVPD",
  "elements": ["C", "C", "C", "C", "C", "C", "N", "C", "O", "O", "H", "H", "H", "H", "H", "H", "H", "H", "H", "H", "H", "H", "H", "H", "H"],
  "coordinates": [[1.592169, -0.197601, 1.839310], [1.081766, -0.487777, 0.431823], [1.820157, -1.663838, -0.203861], [-0.446896, -0.716982, 0.432146], [-1.247426, 0.409964, -0.277637], [-1.774908, -0.047081, -1.635790], [-2.367694, 0.798713, 0.565900], [-0.270207, 1.579512, -0.436431], [-0.090582, 2.433743, 0.389143], [0.418792, 1.576252, -1.640682], [1.392326, -1.041577, 2.503326], [1.093816, 0.680235, 2.248845], [2.668178, -0.016481, 1.832134], [1.349204, 0.377195, -0.233536], [1.485286, -1.814615, -1.228161], [1.645555, -2.579744, 0.360137], [2.892087, -1.475143, -0.221947], [-0.809287, -0.771198, 1.458900], [-0.682121, -1.661943, -0.056782], [-2.514118, -0.827473, -1.477041], [-2.244289, 0.780846, -2.163446], [-0.966964, -0.430304, -2.251353], [-2.974209, 1.446863, 0.074289], [-2.021338, 1.276160, 1.392453], [0.970703, 2.372271, -1.701738]],
  "forces_ev_per_angstrom": [[0.011, 0.018, -0.155], [0.549, 0.172, -0.555], [-0.050, 0.046, 0.229], [0.267, 0.403, -0.182], [0.120, -0.042, -0.070], [0.082, 0.085, 0.194], [-0.075, -0.032, -0.033], [0.254, 0.742, -0.870], [-0.043, -0.091, -0.163], [-0.791, 0.130, 0.419], [0.004, -0.038, 0.001], [0.025, 0.069, 0.063], [0.003, 0.023, 0.053], [-0.120, -1.001, 0.971], [-0.031, -0.080, -0.100], [-0.002, -0.143, 0.007], [0.109, -0.034, -0.008], [-0.009, -0.062, -0.011], [-0.078, -0.054, 0.051], [-0.046, -0.082, 0.026], [-0.065, 0.053, -0.105], [0.031, -0.036, -0.076], [0.033, 0.020, 0.046], [-0.045, 0.004, -0.051], [-0.132, -0.071, 0.321]],
  "lumo_ev": 0.71,
  "orbital_gap_ev": 10.3981
}

{
  "formula": "C7H15NO2",
  "method": "ωB97M-V/def2-TZVPD",
  "elements": ["C", "C", "C", "C", "C", "C", "N", "H", "H", "H", "H", "H", "H", "H", "H", "H", "H", "H", "H", "H", "O", "C", "O", "H", "H"],
  "coordinates": [[-0.204246, 2.605822, -0.748591], [-0.820097, 1.226895, -0.615989], [-1.139110, 0.400697, -1.881529], [-0.726433, -0.872284, -1.111745], [0.027330, 0.022929, -0.100216], [1.513312, 0.131459, -0.410565], [-0.134973, -0.300576, 1.318181], [0.679360, 2.589988, -1.402492], [-0.930977, 3.306979, -1.184077], [0.102602, 3.001510, 0.231168], [-1.728268, 1.286718, 0.005085], [-2.166135, 0.448390, -2.265387], [-0.443360, 0.629924, -2.701293], [-1.591181, -1.360522, -0.640829], [-0.132901, -1.631110, -1.638737], [1.678032, 0.374780, -1.468865], [1.990146, 0.917478, 0.193743], [2.008923, -0.827301, -0.205554], [0.232671, 0.430694, 1.922986], [-1.184789, -0.712181, 1.490452], [1.343810, -3.563435, 1.498773], [0.948913, -2.534379, 2.012021], [-0.464070, -2.355829, 2.458451], [1.633154, -1.880930, 2.594097], [-0.491711, -1.335717, 2.650911]],
  "forces_ev_per_angstrom": [[0.030, 0.108, -0.065], [-0.089, 0.051, -0.183], [-0.087, 0.102, -0.270], [0.009, -0.316, 0.153], [-0.131, 0.550, 0.289], [0.108, -0.008, -0.104], [-2.359, -0.348, -1.149], [-0.211, 0.013, 0.162], [0.210, -0.128, 0.127], [-0.069, -0.050, -0.228], [0.234, -0.066, -0.098], [0.293, -0.027, 0.069], [-0.172, -0.056, 0.188], [0.190, 0.075, -0.115], [-0.171, 0.183, 0.167], [-0.039, -0.026, 0.247], [-0.083, -0.185, -0.126], [-0.117, 0.236, -0.013], [-0.791, 0.191, -0.065], [3.188, 2.354, -0.724], [-1.333, 2.589, 0.315], [-1.576, -2.737, 2.159], [2.926, 0.702, 0.148], [-0.414, 0.292, -0.828], [0.456, -3.499, -0.058]],
  "lumo_ev": 0.69,
  "orbital_gap_ev": 9.9055
}

{
  "formula": "C7H15NO2",
  "method": "ωB97M-V/def2-TZVPD",
  "elements": ["C", "C", "C", "C", "C", "N", "H", "H", "H", "H", "H", "H", "H", "H", "H", "H", "H", "C", "C", "O", "O", "H", "H", "H", "H"],
  "coordinates": [[0.505424, -0.198496, 0.975056], [0.682027, 1.324368, -1.828385], [1.168956, 0.870289, 1.840873], [1.584176, -1.027149, 0.289036], [-0.275403, 0.204764, -1.562234], [-0.382579, -0.945104, -2.134940], [0.087293, -0.911302, 1.694307], [0.527937, -1.281714, -2.441017], [0.358174, 1.849457, -2.730463], [0.677382, 2.030120, -0.999351], [1.690576, 0.938406, -1.975225], [0.473727, 1.482366, 2.420311], [1.813126, 0.421848, 2.606795], [1.780527, 1.546321, 1.237951], [2.291234, -0.410890, -0.275010], [2.222595, -1.537570, 1.019712], [1.149147, -1.835151, -0.299992], [-2.188274, -1.025901, 0.742045], [-1.438085, 0.270219, 0.801835], [-1.581856, 0.735896, -1.212832], [-1.737554, 1.248365, 1.418901], [-2.189744, 0.140831, -1.693561], [-2.393212, -1.366787, 1.756353], [-3.155391, -0.808633, 0.276758], [-1.670204, -1.714553, 0.073078]],
  "forces_ev_per_angstrom": [[-1.550, 0.055, 1.931], [0.479, -0.249, 0.876], [-0.230, 0.414, -0.039], [-0.061, -0.163, -0.458], [-3.064, -0.362, -3.036], [0.892, 1.132, 1.463], [-0.004, -0.088, 0.144], [-0.035, 0.103, -0.175], [-0.101, -0.176, 0.114], [0.045, 0.031, -0.005], [-0.063, 0.080, -0.025], [-0.214, -0.035, -0.338], [0.129, -0.148, -0.297], [0.075, 0.026, 0.029], [-0.263, -0.124, -0.344], [-0.246, 0.202, 0.306], [0.173, 0.162, -0.288], [-0.603, 0.479, -1.197], [2.536, 0.153, 2.424], [1.433, -0.393, -0.970], [0.156, -0.754, -0.980], [0.223, 0.151, 0.333], [0.364, -0.178, -0.110], [-0.062, -0.074, 0.173], [-0.009, -0.243, 0.471]],
  "lumo_ev": 0.74,
  "orbital_gap_ev": 9.0157
}

{
  "formula": "C7H15NO2Se",
  "method": "ωB97M-V/def2-TZVPD",
  "elements": ["C", "C", "C", "C", "C", "C", "C", "N", "O", "O", "Se", "H", "H", "H", "H", "H", "H", "H", "H", "H", "H", "H", "H", "H", "H", "H"],
  "coordinates": [[-0.492950, 0.953002, 0.063248], [2.237039, 0.310429, 1.177217], [0.943826, -1.831985, 0.590805], [2.599021, -0.913944, -1.025150], [-2.342386, 2.346143, -0.745225], [-3.641659, 0.369910, 0.772154], [1.595266, -0.485347, 0.039975], [-1.183966, 1.598209, -0.909555], [-0.649580, 0.986093, 1.279825], [0.528449, 0.297072, -0.617908], [-2.597315, -0.832800, 0.017408], [2.933991, -0.330004, 1.747302], [2.765724, 1.168118, 0.536010], [1.426887, 0.511975, 1.901294], [1.732899, -2.409117, 1.052816], [0.625245, -2.474854, -0.351354], [0.151949, -1.527722, 1.246189], [3.649090, -1.143749, -0.732973], [2.200765, -1.915660, -1.544236], [2.601668, -0.128220, -1.787332], [-2.532803, 2.728612, 0.155813], [-3.043564, 2.656849, -1.574647], [-3.216585, 0.770200, 1.768925], [-4.140945, 1.020293, 0.071739], [-0.874058, 1.112507, -1.688918], [-3.345730, -0.899923, -1.231690]],
  "forces_ev_per_angstrom": [[1.583, -0.345, 2.040], [0.300, 0.560, -1.527], [0.408, 0.519, -2.948], [-0.822, -1.567, -1.927], [0.122, -1.143, -3.777], [0.023, 2.368, 2.253], [-0.725, -2.378, 1.373], [-1.206, 1.189, 1.345], [0.125, 0.238, -1.531], [0.473, -0.059, 0.405], [0.817, -2.693, -0.706], [0.152, 0.390, -0.711], [-1.032, -1.220, 2.392], [0.655, 0.957, -0.539], [0.050, -0.076, 0.481], [0.072, 1.396, 2.104], [-0.521, -0.511, 0.424], [-0.927, 0.438, 0.360], [0.893, 2.286, 0.899], [0.310, -0.183, -0.087], [-0.286, 1.385, 3.345], [1.479, -0.797, 0.762], [-1.031, -0.628, -1.825], [-0.539, 0.125, 0.374], [-0.238, -0.099, -2.744], [-0.135, -0.152, -0.236]],
  "lumo_ev": [0.43, 0.43],
  "orbital_gap_ev": [7.7558, 7.4992]
}

{
  "formula": "C7H15NO4",
  "method": "ωB97M-V/def2-TZVPD",
  "elements": ["O", "C", "C", "C", "N", "C", "C", "O", "C", "O", "C", "O", "H", "H", "H", "H", "H", "H", "H", "H", "H", "H", "H", "H", "H", "H", "H"],
  "coordinates": [[-1.602443, 0.954505, -1.650451], [-1.162130, 2.120688, -0.884871], [-0.365250, 1.781231, 0.347174], [-1.158632, 0.865106, 1.329636], [-0.455016, -0.438611, 1.665132], [-0.181285, -1.136777, 0.370493], [0.152181, -2.577055, 0.460312], [0.139200, -3.131633, -0.979490], [0.947089, -0.275252, -0.220091], [0.953939, -0.357473, -1.592274], [0.929565, 1.225870, 0.191254], [1.825438, 1.496304, 1.271601], [-0.698168, 0.588920, -1.963492], [-0.485026, 2.691644, -1.507886], [-2.187395, 2.582291, -0.742878], [-0.305045, 2.810979, 0.700388], [-2.069329, 0.532830, 0.874359], [-1.472012, 1.422351, 2.273236], [-1.014265, -0.967238, 2.237771], [-1.067529, -0.963205, -0.315524], [1.256382, -2.757451, 0.851134], [-0.572366, -3.115592, 1.227237], [0.820718, -3.831126, -0.866770], [1.833846, -0.702046, 0.132619], [0.548711, -1.348945, -1.749651], [1.407194, 1.712353, -0.650092], [1.691098, 0.698007, 1.885107]],
  "forces_ev_per_angstrom": [[2.909, -0.189, -0.419], [-1.890, -1.728, -1.464], [-4.007, 0.853, 1.968], [-0.342, -0.007, 1.561], [1.964, 1.865, -2.166], [-1.166, 2.779, 0.187], [1.062, -2.035, 0.609], [0.623, 0.093, 3.048], [-1.022, 0.495, 0.921], [-1.813, -3.615, -2.447], [3.500, -1.204, -1.589], [-0.833, -2.208, 1.422], [-2.081, 0.235, 0.373], [-0.221, 0.702, -0.331], [1.674, 0.239, 0.531], [0.518, -0.059, 0.971], [-0.827, 0.267, -0.570], [0.767, -0.870, -0.999], [-1.706, -1.421, 1.629], [0.607, -0.630, 0.572], [-2.222, 0.484, -0.595], [1.251, 0.674, -1.966], [-0.734, 0.503, -0.727], [1.826, -0.442, 0.910], [1.622, 3.215, -0.037], [0.277, 0.162, -0.479], [0.265, 1.841, -0.912]],
  "lumo_ev": 0.54,
  "orbital_gap_ev": 9.8633
}

{
  "formula": "C7H15NOPS",
  "method": "ωB97M-V/def2-TZVPD",
  "elements": ["C", "C", "C", "C", "C", "C", "C", "N", "O", "P", "S", "H", "H", "H", "H", "H", "H", "H", "H", "H", "H", "H", "H", "H", "H", "H"],
  "coordinates": [[-0.225534, -0.091443, -1.542226], [-2.649985, -0.807654, 0.110130], [-4.115083, -0.935512, -0.099591], [2.887903, -0.440740, 0.448046], [1.954954, 1.647102, -0.430479], [-1.815732, 1.566836, 0.889001], [1.713934, 0.211079, -0.197186], [0.700583, -0.512685, -0.674242], [-1.812128, -1.560597, 0.469437], [0.511229, -2.267861, -0.216456], [-1.920697, 0.810266, -0.566811], [-0.669646, -0.983219, -2.133065], [0.089612, 0.822617, -2.076219], [-4.736803, -0.219732, 0.472766], [-4.446480, -1.945596, 0.111591], [-4.179389, -0.883771, -1.254945], [2.590025, -0.596471, 1.431886], [3.012988, -1.515514, 0.114050], [3.738445, 0.240506, 0.264978], [0.900884, 2.050406, -0.641118], [2.777231, 1.786303, -1.109470], [2.334703, 2.251135, 0.501970], [-1.641428, 2.611412, 1.036126], [-1.856208, 0.869572, 1.744083], [1.909544, -2.550415, -0.706158], [1.144208, -2.069246, 1.024866]],
  "forces_ev_per_angstrom": [[-3.166, 0.777, -1.917], [0.466, 1.117, -0.983], [-0.176, -0.447, -1.495], [-0.145, -0.977, -1.967], [-2.660, 1.765, 1.726], [0.059, -1.890, 0.548], [0.514, -1.242, -0.252], [3.413, -0.598, 2.461], [-0.633, -0.697, 0.969], [2.576, -0.444, -0.852], [-0.585, 0.628, -0.262], [0.681, 1.862, 0.687], [-0.368, -0.873, -0.277], [0.502, -0.100, -0.768], [0.114, -0.187, 0.432], [-0.414, 0.533, 1.775], [0.244, 0.221, 2.400], [0.494, 1.582, -0.049], [-0.190, -0.815, 0.648], [2.042, 0.349, -0.395], [-0.117, 0.196, -0.992], [-0.869, -1.618, -1.315], [0.039, 0.315, -0.314], [0.360, 0.827, -0.248], [-1.580, -0.112, 0.076], [-0.600, -0.171, 0.363]],
  "lumo_ev": [-3.94, -3.94],
  "orbital_gap_ev": [7.2148, 7.2124],
  "charge": 1
}